# 1
Formula: CH6N3S3
Source: the Open Molecules 2025 dataset
Level of theory: wB97M-V/def2-TZVPD

The geometry in XYZ format:
```
13
Properties=species:S:1:pos:R:3:forces:R:3:nbo_charge:R:1
C 1.838396 -0.043837 -0.239220 0.27 -0.27 0.29 -0.022
N -2.028244 0.369947 0.388096 -0.26 1.01 0.55 -0.314
N -2.894484 0.404118 -0.583620 -0.06 -0.03 -0.38 -0.528
N 2.917752 -0.730534 0.064627 -0.32 0.36 -0.11 -0.679
S -0.408158 1.785658 -0.264849 -0.37 0.05 -0.41 -0.133
S 1.348157 1.367963 0.559172 0.30 -0.41 0.08 0.338
S -1.384181 -1.097738 0.796308 0.29 -0.55 -0.02 0.295
H 1.197938 -0.427880 -1.024445 0.03 0.03 -0.07 0.246
H -2.865299 -0.226915 -1.377776 0.13 0.02 0.00 0.376
H -3.336704 1.305184 -0.723097 -0.03 -0.19 0.09 0.407
H -1.091880 -0.710475 2.048965 0.02 -0.05 -0.03 0.150
H 3.147274 -1.585993 -0.420072 -0.01 0.07 -0.04 0.436
H 3.559437 -0.409496 0.775905 0.02 -0.06 0.05 0.428
```
Forces are in eV/Å.

Total charge: +1
Kohn-Sham gap (alpha / beta), eV: 7.26 / 7.26
Energy above the lowest of the compared OMol25 structures with the same formula, charge and spin, kcal per mole: 0.00
E, eV: -38101.0874

# 2
Formula: C3H6O
Source: the Open Molecules 2025 dataset
Level of theory: wB97M-V/def2-TZVPD

The geometry in XYZ format:
```
10
Properties=species:S:1:pos:R:3:forces:R:3:nbo_charge:R:1
C 0.630514 0.416725 0.428281 0.12 -0.12 0.36 -0.106
O 1.351759 -0.396943 1.360197 -0.22 -0.07 -0.05 -0.724
C -0.277294 -0.449256 -0.385777 -0.07 -0.27 0.11 -0.195
C -1.461473 -0.102079 -0.856019 -0.19 -0.01 -0.26 -0.393
H 1.335616 0.971830 -0.191372 -0.04 0.03 -0.19 0.176
H 0.026307 1.133197 0.989005 0.05 0.15 -0.05 0.175
H 2.281611 -0.171727 1.339129 0.08 0.10 -0.03 0.471
H 0.049794 -1.473330 -0.529426 0.22 0.04 -0.05 0.206
H -2.051516 -0.814982 -1.422290 0.03 0.10 0.04 0.201
H -1.885315 0.886567 -0.731728 0.03 0.06 0.10 0.189
```
Forces are in eV/Å.

Kohn-Sham gap, eV: 10.73
SMILES: C=CCO
Energy above the lowest of the compared OMol25 structures with the same formula, charge and spin, kcal per mole: 25.00
E, eV: -5254.6104

# 3
Formula: H24O12
Source: the Open Molecules 2025 dataset
Level of theory: wB97M-V/def2-TZVPD

The geometry in XYZ format:
```
36
Properties=species:S:1:pos:R:3:forces:R:3:nbo_charge:R:1
O 3.925179 0.082269 1.090106 -0.03 0.96 0.60 -0.950
H 3.299886 -0.525394 0.703113 0.37 -0.47 -0.22 0.472
H 4.793876 -0.314614 1.103578 0.02 -0.42 -0.14 0.470
O -2.260429 -3.275599 0.111691 -0.23 -0.63 -0.20 -0.948
H -3.065968 -3.290121 0.644902 0.06 -0.25 -0.87 0.470
H -2.056883 -2.336321 0.086518 0.24 -0.02 -0.09 0.478
O 2.720825 -1.485616 -1.060389 -0.46 0.48 -0.06 -0.936
H 3.043683 -0.717989 -1.550234 0.41 -0.07 0.12 0.472
H 2.018178 -1.057926 -0.547823 -0.27 -0.26 -0.15 0.475
O -0.958873 -1.212528 -2.090294 -0.23 0.44 0.99 -0.981
H -0.190694 -1.611688 -2.501071 -0.13 -0.06 -0.50 0.512
H -1.774091 -1.425403 -2.536676 0.06 -0.47 -0.46 0.489
O -0.661080 -2.733411 2.147376 0.16 0.42 0.44 -0.963
H -1.003895 -3.598814 1.928838 0.11 -0.31 -0.42 0.483
H 0.273967 -2.845268 2.340414 -0.05 -0.03 0.14 0.477
O -0.086094 3.856889 2.673003 -0.49 0.56 0.57 -0.953
H -0.535223 3.122887 2.248727 0.43 -0.15 -0.19 0.481
H 0.792845 4.013943 2.331158 0.05 -0.45 -0.35 0.473
O -3.896443 -1.959698 1.595000 -0.11 0.30 0.55 -0.955
H -3.129813 -2.355582 2.033664 -0.03 0.37 0.34 0.481
H -3.997877 -1.095289 2.004890 -0.27 -0.05 0.02 0.478
O 1.866103 1.715967 -0.642275 -0.46 0.98 -0.04 -0.962
H 1.320333 1.921555 0.127683 0.23 -0.83 0.41 0.467
H 1.483262 2.428301 -1.188101 0.46 -0.52 -0.57 0.483
O -0.767336 0.581474 -0.032602 -0.68 -0.18 -0.35 -0.985
H -1.020218 -0.169066 -0.610443 0.73 0.03 0.07 0.503
H -1.425516 1.223457 -0.320568 0.13 0.34 0.26 0.467
O -1.416249 0.232298 2.676758 0.53 1.23 1.97 -0.979
H -0.744832 0.335137 1.996277 -0.96 -0.75 -0.74 0.507
H -2.208381 -0.258400 2.499043 0.42 -0.33 -1.03 0.463
O 0.591938 3.851960 -1.977108 -0.15 1.25 -0.47 -0.946
H 0.140602 4.275918 -2.720162 -0.35 -0.78 -0.25 0.481
H 1.015944 4.661331 -1.665121 0.43 -0.27 0.67 0.477
O 1.182344 -0.296691 -3.861226 -0.02 -0.19 -0.33 -0.946
H 0.927980 0.629367 -3.904628 0.01 0.00 0.17 0.476
H 1.802934 -0.367341 -3.134004 0.05 0.11 0.13 0.470
```
Forces are in eV/Å.

Kohn-Sham gap, eV: 10.61
SMILES: O.O.O.O.O.O.O.O.O.O.O.O
Energy above the lowest of the compared OMol25 structures with the same formula, charge and spin, kcal per mole: 67.45
E, eV: -24958.7696

# 4
Formula: C4H5NS
Source: the Open Molecules 2025 dataset
Level of theory: wB97M-V/def2-TZVPD

The geometry in XYZ format:
```
11
Properties=species:S:1:pos:R:3:forces:R:3:nbo_charge:R:1
C 1.553393 -1.107805 -0.597987 -0.33 0.81 0.04 -0.085
C 0.740842 -0.107148 -0.665513 -0.20 0.24 0.06 -0.332
C 0.583407 -0.910330 0.563462 -0.72 -1.19 0.60 -0.409
C -1.404711 1.617472 -0.762791 3.81 -1.53 -1.16 -0.850
N 0.584741 1.579312 -2.818660 0.64 0.52 -0.34 -0.866
S 0.118873 1.304219 -1.478073 -2.39 -0.73 -0.21 1.425
H 2.263528 -1.715848 -1.120647 0.27 -0.06 0.20 0.244
H -0.224827 -1.718867 0.592024 0.82 1.51 0.38 0.198
H 0.863374 -0.394806 1.514428 0.01 -1.01 -0.63 0.200
H -1.301825 1.303935 0.248959 -0.81 0.38 0.84 0.233
H -1.761354 2.450296 -1.298588 -1.12 1.05 0.23 0.241
```
Forces are in eV/Å.

Kohn-Sham gap (alpha / beta), eV: 7.92 / 7.92
SMILES: C=S(#N)C1=CC1
Energy above the lowest of the compared OMol25 structures with the same formula, charge and spin, kcal per mole: 173.52
E, eV: -16546.5404

# 5
Formula: C7H7NS
Source: the Open Molecules 2025 dataset
Level of theory: wB97M-V/def2-TZVPD

The geometry in XYZ format:
```
16
Properties=species:S:1:pos:R:3:forces:R:3:nbo_charge:R:1
C -1.421034 0.939414 -0.032642 -1.83 -1.20 0.66 -0.577
C -3.089663 -0.940635 -0.050280 0.98 -0.02 0.28 -0.054
C -0.909734 -0.531958 -0.083814 0.21 2.80 0.15 0.131
C 2.893573 0.085431 -0.062612 -2.66 -0.50 0.20 0.007
C 4.060039 -0.093856 0.024243 0.62 0.18 0.38 -0.231
C 1.434752 0.321906 -0.108228 0.14 -0.18 2.52 -0.513
C 0.395156 -0.760453 -0.053985 -0.27 0.95 -0.53 -0.173
N -1.935907 -1.461533 -0.020180 0.91 -0.37 -0.33 -0.429
S -3.250203 0.795316 -0.003160 -0.16 -0.26 -0.19 0.234
H -1.254632 1.693934 -0.735012 0.89 0.43 -2.04 0.234
H -3.842364 -1.673288 -0.075474 -1.72 -0.12 0.05 0.218
H -1.185426 1.482471 0.848679 0.60 -0.10 1.40 0.225
H 5.030090 -0.076839 0.395425 1.20 -0.25 -0.08 0.227
H 1.138353 0.987682 0.740094 0.72 -0.28 -0.12 0.238
H 1.308835 0.974350 -0.887478 -0.76 1.40 -2.47 0.241
H 0.628166 -1.741939 0.104427 1.14 -2.49 0.12 0.221
```
Forces are in eV/Å.

Kohn-Sham gap, eV: 9.03
SMILES: C#CC/C=C1\CSC=N1
Energy above the lowest of the compared OMol25 structures with the same formula, charge and spin, kcal per mole: 52.70
E, eV: -19694.2104

# 6
Formula: C5H5NO2
Source: the Open Molecules 2025 dataset
Level of theory: wB97M-V/def2-TZVPD

The geometry in XYZ format:
```
13
Properties=species:S:1:pos:R:3:forces:R:3:nbo_charge:R:1
C -0.684618 -0.629258 -0.056006 2.90 -1.05 0.44 0.198
C 0.513243 -1.397284 0.005287 -2.27 1.36 -0.91 -0.092
C 1.873167 0.597684 -0.003021 -0.98 0.12 0.50 0.012
C 0.739515 1.402106 0.016358 1.05 -1.06 -0.98 -0.340
C -0.628781 0.852761 -0.074021 0.58 0.22 1.40 0.418
H -1.775831 -2.139896 -0.089733 -0.25 -0.37 0.05 0.474
H 0.639060 -2.478102 -0.154246 -0.79 0.42 0.51 0.209
H 2.512011 -1.376199 0.197516 0.01 0.37 -0.27 0.409
H 2.923161 0.968923 0.054261 -1.13 -0.33 -0.08 0.220
H 0.809195 2.491035 -0.036691 0.11 -0.43 0.20 0.238
N 1.719652 -0.780541 0.000096 1.16 1.25 0.10 -0.524
O -1.891115 -1.200815 0.057501 -0.49 0.03 -0.41 -0.631
O -1.611424 1.581060 0.029579 0.09 -0.55 -0.54 -0.591
```
Forces are in eV/Å.

Kohn-Sham gap, eV: 8.44
SMILES: O=c1cc[nH]cc1O
Energy above the lowest of the compared OMol25 structures with the same formula, charge and spin, kcal per mole: 27.98
E, eV: -10850.1015